1.
Molecular formula: C8H16Si
Method: DFT, ωB97M-V with the def2-TZVPD basis set

```
25
Properties=species:S:1:pos:R:3:nbo_charge:R:1
C -1.884 -0.046 1.459 -0.222
C -2.434 0.908 0.743 -0.398
C -0.319 -0.196 1.640 0.053
C 0.797 -0.154 0.751 -0.670
C -0.021 0.006 3.080 -0.653
C -0.762 -1.261 -1.415 -1.069
C 2.375 -0.995 -1.790 -1.108
C 0.642 1.585 -1.819 -1.120
Si 0.793 -0.174 -1.140 1.582
H -3.508 1.150 0.618 0.222
H -1.577 1.397 0.142 0.205
H -2.320 -0.636 2.217 0.195
H 1.625 0.113 1.372 0.206
H 0.942 -0.341 3.343 0.216
H -0.778 -0.581 3.604 0.203
H -0.222 1.033 3.298 0.221
H -0.885 -1.247 -2.445 0.217
H -0.861 -2.295 -1.015 0.245
H -1.533 -0.764 -1.005 0.230
H 2.760 -0.533 -2.694 0.234
H 3.208 -0.815 -1.074 0.241
H 2.218 -2.081 -1.957 0.243
H 1.085 1.680 -2.797 0.238
H -0.470 1.807 -1.847 0.237
H 1.127 2.442 -1.267 0.252
```

Values from the calculation:
Electronic energy in eV: -16431.1726
SMILES: C=C/C(C)=C\[Si](C)(C)C
ΔE to the lowest compared entry with this formula, charge and spin in kcal/mol: 55.4
Gap between HOMO and LUMO in Eh: 0.353
Multiplicity: 1

2.
Molecular formula: C8H17BCl3O4
Method: DFT, ωB97M-V with the def2-TZVPD basis set

```
33
Properties=species:S:1:pos:R:3:nbo_charge:R:1
C 2.504 1.446 -0.183 -0.637
C 2.713 0.369 -1.219 -0.063
O 2.533 -0.944 -0.718 -0.545
C 1.288 -1.540 -1.063 -0.072
C 0.140 -0.914 -0.286 -0.077
O -0.960 -1.763 -0.257 -0.555
C -2.005 -1.226 0.586 -0.100
C -3.327 -0.978 -0.177 -0.448
O -3.358 -1.864 -1.371 -0.790
B -3.446 0.456 -0.648 0.835
C -3.072 0.950 -2.126 -0.997
O -3.941 1.475 0.240 -0.957
H 1.514 1.415 0.258 0.216
H 2.609 2.433 -0.626 0.201
H 3.206 1.359 0.638 0.204
H 2.098 0.531 -2.105 0.168
H 3.755 0.432 -1.538 0.163
H 1.359 -2.576 -0.743 0.186
H 1.117 -1.542 -2.141 0.162
H -0.135 0.036 -0.769 0.151
H 0.534 -0.670 0.705 0.149
H -2.111 -1.894 1.448 0.135
H -1.677 -0.253 0.964 0.135
H -3.925 -2.593 -1.093 0.448
H -3.796 1.684 -2.489 0.195
H -2.093 1.434 -2.163 0.199
H -3.060 0.125 -2.832 0.231
H -3.215 1.913 0.712 0.460
C 2.985 0.538 3.907 -0.286
Cl 1.607 -0.551 3.787 0.039
Cl 4.312 -0.015 2.880 0.016
Cl 2.514 2.189 3.492 0.013
H 3.331 0.538 4.931 0.221
```

Values from the calculation:
Electronic energy in eV: -55003.8587
Total charge: -1
Gap between HOMO and LUMO in Eh: 0.147
Multiplicity: 1

3.
Molecular formula: C8H17BCsNO2S
Method: DFT, ωB97M-V with the def2-TZVPD basis set

```
31
Properties=species:S:1:pos:R:3:nbo_charge:R:1
Cs -21.359 1.019 -7.534 0.979
B -22.183 2.805 -10.028 -0.828
H -21.582 1.992 -10.404 -0.079
H -22.457 3.332 -10.928 0.028
H -23.112 2.461 -9.601 -0.028
H -21.592 3.346 -9.305 -0.057
C -24.834 -2.049 -6.194 -0.425
C -24.709 -1.701 -4.674 -0.419
C -23.215 -1.386 -4.306 -0.608
S -22.228 -2.528 -5.520 2.089
O -21.641 -3.717 -4.923 -0.882
O -21.556 -1.579 -6.369 -1.047
C -23.694 -3.027 -6.550 -0.616
H -24.748 -1.212 -6.887 0.215
H -25.836 -2.394 -6.449 0.249
H -25.142 -2.453 -4.014 0.233
H -25.142 -0.751 -4.360 0.241
H -23.092 -1.860 -3.332 0.248
H -22.803 -0.383 -4.195 0.237
H -23.942 -3.990 -6.102 0.245
H -23.203 -2.998 -7.522 0.250
N -17.766 0.248 -10.590 -0.516
C -16.758 -0.538 -10.068 0.215
C -17.222 -1.170 -8.841 -0.194
C -18.501 -0.686 -8.711 -0.254
C -18.826 0.217 -9.730 0.178
H -17.645 0.820 -11.414 0.467
H -15.886 -0.548 -10.705 0.252
H -16.781 -1.897 -8.176 0.283
H -19.129 -1.031 -7.903 0.264
H -19.722 0.771 -9.970 0.282
```

Values from the calculation:
Electronic energy in eV: -26204.1442
Total charge: +1
Gap between HOMO and LUMO (spin up / spin down) in Eh: 0.258 / 0.115
Multiplicity: 2

4.
Molecular formula: C8H17BeO4
Method: DFT, ωB97M-V with the def2-TZVPD basis set

```
30
Properties=species:S:1:pos:R:3:nbo_charge:R:1
Be -0.051 0.362 -0.206 1.541
C -0.194 2.730 -1.266 -0.293
O -0.216 1.728 -0.295 -0.781
C -0.373 2.249 0.980 -0.150
C 0.007 1.271 1.849 -0.310
O -0.145 -0.100 1.692 -0.665
C 0.867 -1.190 1.563 -0.271
C 1.526 -2.040 0.494 -0.202
O 1.566 -0.683 -0.498 -0.763
C 2.159 -1.067 -1.783 -0.276
H -0.158 3.664 -1.222 0.230
H 0.121 2.221 -2.282 0.235
H -1.308 2.847 -1.461 0.220
H 0.356 3.417 1.147 0.274
H -1.818 2.142 0.691 0.128
H 1.101 1.962 2.397 0.234
H -0.066 1.098 3.057 0.322
H 1.919 -0.518 1.921 0.197
H 1.492 -1.860 2.740 0.245
H 2.686 -2.348 0.912 0.305
H 0.468 -2.768 0.516 0.293
H 2.946 -1.855 -1.588 0.240
H 1.045 -1.891 -2.176 0.154
H 2.026 -0.200 -2.533 0.244
C -2.974 -1.496 -0.587 -0.703
C -2.103 -1.232 -1.338 0.534
O -1.240 -0.360 -1.442 -0.755
H -4.119 -1.350 -0.889 0.346
H -2.652 -1.737 0.230 0.240
H -2.866 -2.995 -0.627 0.184
```

Values from the calculation:
Electronic energy in eV: -17130.9778
Total charge: +1
Gap between HOMO and LUMO (spin up / spin down) in Eh: 0.262 / 0.152
Multiplicity: 1

5.
Molecular formula: C8H17BrCl8FO2S2
Method: DFT, ωB97M-V with the def2-TZVPD basis set

```
39
Properties=species:S:1:pos:R:3:nbo_charge:R:1
O 3.893 3.341 0.428 -0.806
S 3.128 2.161 0.432 2.298
O 3.279 1.071 1.305 -0.802
F 2.959 1.656 -1.007 -0.424
S 1.110 2.865 0.838 0.267
Br -0.051 1.089 1.078 0.210
H 0.702 3.256 -0.395 0.215
Cl 1.499 5.228 3.223 -0.103
C 3.015 5.940 3.871 -0.369
C 3.805 4.941 4.676 -0.396
Cl 2.968 4.474 6.173 -0.038
H 2.723 6.798 4.470 0.238
H 3.598 6.280 3.018 0.228
H 4.758 5.386 4.957 0.237
H 3.996 4.034 4.107 0.213
Cl -1.374 0.557 -2.411 -0.096
C -2.042 -0.974 -1.750 -0.393
C -3.356 -0.769 -1.046 -0.373
Cl -3.174 0.144 0.493 -0.090
H -1.306 -1.380 -1.068 0.224
H -2.176 -1.646 -2.595 0.256
H -3.784 -1.733 -0.779 0.244
H -4.061 -0.218 -1.662 0.236
Cl -3.065 -4.409 0.694 -0.060
C -2.193 -4.391 2.250 -0.390
C -1.600 -3.036 2.534 -0.378
Cl -0.286 -2.651 1.378 -0.087
H -1.429 -5.162 2.208 0.231
H -2.912 -4.643 3.027 0.236
H -1.167 -3.009 3.532 0.232
H -2.349 -2.253 2.444 0.229
Cl -2.097 -3.567 -4.214 -0.073
C -0.868 -3.597 -5.511 -0.379
C -0.186 -2.261 -5.665 -0.391
Cl -1.293 -1.005 -6.270 -0.052
H -1.371 -3.899 -6.425 0.233
H -0.136 -4.354 -5.238 0.228
H 0.627 -2.352 -6.383 0.230
H 0.215 -1.913 -4.716 0.216
```

Values from the calculation:
Electronic energy in eV: -207268.3736
Total charge: +1
Gap between HOMO and LUMO in Eh: 0.262
Multiplicity: 1

6.
Molecular formula: C8H17BrSi
Method: DFT, ωB97M-V with the def2-TZVPD basis set

```
27
Properties=species:S:1:pos:R:3:nbo_charge:R:1
C -2.276 -1.782 1.160 -0.444
C -1.949 -0.610 0.653 -0.435
C 2.609 -1.177 -0.005 -0.602
C -0.186 2.704 1.171 -0.604
C -0.630 -0.366 -2.592 -0.602
C 1.167 -1.519 0.356 -0.881
C 0.356 1.318 1.517 -0.873
C -0.094 0.658 -1.593 -0.886
Si 0.009 -0.016 0.189 1.651
Br -3.319 0.655 0.218 0.011
H -3.288 -2.089 1.376 0.204
H -1.501 -2.496 1.392 0.206
H 3.249 -2.051 0.097 0.212
H 2.681 -0.825 -1.032 0.202
H 2.995 -0.398 0.648 0.203
H 0.306 3.102 0.288 0.200
H -1.255 2.669 0.978 0.214
H -0.018 3.396 1.995 0.207
H 0.005 -1.249 -2.627 0.198
H -1.632 -0.681 -2.317 0.213
H -0.673 0.064 -3.591 0.209
H 1.140 -1.900 1.378 0.233
H 0.822 -2.331 -0.285 0.233
H -0.092 0.992 2.458 0.236
H 1.430 1.400 1.701 0.224
H -0.745 1.534 -1.609 0.242
H 0.889 1.000 -1.923 0.229
```

Values from the calculation:
Electronic energy in eV: -86491.9276
SMILES: C=C(Br)[Si](CC)(CC)CC
Gap between HOMO and LUMO in Eh: 0.372
Multiplicity: 1